1.
Below is 8 unconnected molecules or ions with the total composition C38H87F6N7O10P in a non-equilibrium geometry, with properties calculated with the ωB97M-V functional and the def2-TZVPD basis.

ORCA input file:
```
! wB97M-V def2-TZVPD RIJCOSX def2/J DEFGRID3
* xyz -1 1
P -0.81015 -0.06926 1.39613
F -2.11378 -0.44441 2.27487
F -0.35124 0.96718 2.52311
F -0.10607 -1.39704 2.00716
F 0.63428 0.16833 0.65014
F -1.25903 -0.96760 0.11285
F -1.63105 1.11100 0.63486
C 3.98373 3.89949 1.83700
C 3.14037 3.41460 3.02430
C 2.39138 2.12574 2.68230
C 3.30936 0.99360 2.61553
N 4.05659 0.14403 2.61631
H 4.27842 4.94680 1.89937
H 3.49830 3.73102 0.87529
H 4.91623 3.32857 1.82544
H 2.45680 4.19995 3.34286
H 3.87762 3.25316 3.81261
H 1.90455 2.26478 1.71583
H 1.60536 1.90387 3.39963
C 2.16022 8.87134 -2.17601
O 2.98424 7.74167 -2.44043
C 3.28727 7.55946 -3.80488
C 3.44248 6.07559 -4.09879
N 2.09874 5.48763 -4.27328
C 2.10684 4.06550 -4.62860
C 2.22179 3.17213 -3.39783
O 1.06233 3.33462 -2.64458
C 1.09663 2.97684 -1.28244
H 1.83208 8.86369 -1.14200
H 1.36790 8.96323 -2.91807
H 2.82700 9.74832 -2.25964
H 4.23873 8.08601 -4.01517
H 2.60844 7.97760 -4.55890
H 3.95739 5.58635 -3.25413
H 4.12392 5.95194 -4.94676
H 1.72438 5.55026 -3.32649
H 2.91279 3.77466 -5.30150
H 1.12260 3.86923 -5.05538
H 3.15758 3.29983 -2.83899
H 2.24923 2.14255 -3.78672
H 0.17652 3.20851 -0.75505
H 1.99599 3.27472 -0.73845
H 1.11432 1.87826 -1.29325
C -8.12864 3.74792 2.55895
O -6.83457 3.23306 2.70542
C -5.93216 3.90185 1.86936
C -4.56520 3.28038 1.90261
N -3.94261 3.41608 3.22684
C -2.80940 2.51984 3.35546
C -2.39915 2.44353 4.82100
O -3.53628 2.10660 5.58823
C -3.43785 2.36277 6.97142
H -8.69710 3.34083 3.39086
H -8.63731 3.61935 1.59573
H -8.08102 4.84499 2.67667
H -5.80430 4.95330 2.18823
H -6.33811 4.00704 0.85398
H -3.93324 3.69961 1.11449
H -4.62740 2.19576 1.68866
H -4.58857 3.17527 3.97015
H -1.93879 2.86364 2.79786
H -2.98739 1.47204 3.08952
H -2.01410 3.42120 5.15482
H -1.59142 1.70926 4.93423
H -2.44993 2.13649 7.38107
H -4.22361 1.78287 7.45671
H -3.69684 3.41663 7.16394
C 2.15684 -5.07562 -4.13677
O 2.51118 -4.11006 -3.21693
C 2.26022 -2.84612 -3.78568
C 2.70878 -1.70147 -2.87857
N 3.92318 -2.06765 -2.10803
C 4.22640 -1.08639 -1.02475
C 5.52794 -1.46249 -0.33624
O 5.38772 -2.75000 0.20909
C 6.55672 -3.09313 0.87317
H 1.10793 -5.02836 -4.46544
H 2.25437 -6.05894 -3.67606
H 2.81243 -5.03194 -5.01719
H 1.18304 -2.79375 -3.94298
H 2.73469 -2.79142 -4.78060
H 1.88715 -1.44002 -2.21177
H 2.94142 -0.86824 -3.55391
H 4.62280 -1.74612 -2.78274
H 3.47921 -0.98781 -0.23966
H 4.47286 -0.14357 -1.56320
H 5.68319 -0.68876 0.42977
H 6.38071 -1.49166 -1.03383
H 6.30738 -3.84662 1.61629
H 6.99946 -2.24584 1.41623
H 7.34858 -3.47755 0.21350
C 1.42000 -6.98369 -1.37928
O 1.57634 -5.65536 -0.95875
C 0.52586 -5.28801 -0.10988
C 0.43145 -3.78365 0.13200
N 1.68656 -3.02539 0.42952
C 2.18061 -3.32173 1.81873
C 3.16246 -4.48792 2.06434
O 4.07696 -4.84206 1.05058
C 4.72665 -5.99202 1.40203
H 2.05457 -7.23669 -2.22356
H 0.39216 -7.23478 -1.70641
H 1.55514 -7.61104 -0.48051
H 0.71797 -5.76012 0.87200
H -0.44452 -5.64752 -0.47969
H -0.35780 -3.54527 0.85192
H 0.11415 -3.37085 -0.83168
H 1.28538 -2.08996 0.66066
H 1.42257 -3.29480 2.62309
H 2.66920 -2.36645 2.06792
H 2.56551 -5.33357 2.43058
H 3.80122 -4.08179 2.87485
H 4.06209 -6.78179 1.80136
H 5.45716 -5.89676 2.22272
H 5.16629 -6.43063 0.50818
C -3.21469 -3.08796 3.76892
O -4.07165 -3.76729 2.87420
C -3.39394 -4.30845 1.75451
C -4.34635 -4.43298 0.60310
N -4.98683 -3.18637 0.22907
C -4.05208 -2.08530 0.04842
C -4.80139 -0.78415 -0.26346
O -4.93539 -0.53618 -1.67002
C -6.04337 0.23381 -2.03675
H -3.47354 -2.03096 3.81313
H -2.16333 -3.29175 3.57112
H -3.42287 -3.46826 4.77909
H -2.93191 -5.25023 2.08125
H -2.53323 -3.68232 1.48292
H -5.16042 -5.08158 0.96574
H -3.99168 -4.96477 -0.29175
H -5.70292 -3.19447 -0.47472
H -3.35960 -2.31664 -0.77318
H -3.53363 -1.81876 0.96535
H -4.31910 0.09039 0.17811
H -5.77917 -0.95175 0.20786
H -6.89840 -0.39036 -2.33255
H -5.82222 0.86591 -2.90161
H -6.38237 0.91518 -1.24776
N -2.57470 -0.46908 -3.04552
C -1.89242 0.70229 -2.79767
C -1.06055 0.94646 -3.85892
C -1.34676 -0.03851 -4.84843
C -2.28360 -0.88068 -4.31361
H -3.42493 -0.71710 -2.51039
H -2.08505 1.20403 -1.86591
H -0.49595 1.85641 -3.98487
H -0.83860 -0.16725 -5.79133
H -2.85557 -1.70002 -4.72317
*
```

Its lowest unoccupied orbital energy is 2.36 eV. As for the HOMO-LUMO gap: 7.9 eV. The calculation puts the total energy at -3576.277560 Ha. The calculation puts the strongest force on any atom at 2.7 eV/Å.


2.
Below is 5 unconnected molecules or ions with the total composition C37H45F4N2O, with properties calculated with the ωB97M-V functional and the def2-TZVPD basis.

ORCA input file:
```
! wB97M-V def2-TZVPD RIJCOSX def2/J DEFGRID3
* xyz 0 2
C -2.54969 0.11401 0.78756
C -1.61404 -0.82841 0.67465
C -1.81349 -2.22800 0.10639
N -2.26809 -3.14729 1.17141
C -1.39625 -3.27732 2.33987
C -2.09867 -4.10642 3.40622
C -2.85886 -2.20046 -1.01659
C -2.98692 -3.45945 -1.88820
C -3.83180 -3.13378 -3.11720
C -3.68745 -4.62379 -1.16824
N -1.60724 -3.80895 -2.37376
O -1.30876 -3.31598 -3.51442
C -0.45763 -3.90321 -1.41889
C -0.44224 -5.25201 -0.66070
C 0.83656 -3.86220 -2.22638
C -0.47607 -2.65891 -0.50637
H -2.33064 1.07292 1.24689
H -3.56612 -0.01913 0.42783
H -0.61475 -0.60123 1.04460
H -3.15353 -2.77665 1.50547
H -1.11066 -2.30096 2.75669
H -0.48180 -3.79133 2.03711
H -2.98821 -3.59022 3.77904
H -1.43779 -4.31492 4.24805
H -2.42884 -5.05271 2.96630
H -3.85129 -1.98366 -0.59849
H -2.60039 -1.36700 -1.67760
H -3.54574 -2.18410 -3.56719
H -3.72839 -3.91961 -3.86720
H -4.88135 -3.07727 -2.81538
H -3.66299 -5.51652 -1.80156
H -4.73374 -4.34478 -1.00834
H -3.26315 -4.84602 -0.20223
H -1.41564 -5.68132 -0.49959
H 0.06343 -5.13734 0.29997
H 0.13415 -5.98432 -1.23346
H 1.02984 -2.87627 -2.65290
H 1.65770 -4.10541 -1.54395
H 0.80921 -4.60361 -3.02514
H 0.28046 -2.80196 0.27259
H -0.13811 -1.80647 -1.10802
F 2.48429 -7.09557 -0.74062
C 3.75367 -6.70519 -0.98075
C 4.02225 -5.99217 -2.13219
C 5.33048 -5.60044 -2.37695
C 6.33784 -5.91933 -1.47662
C 6.03615 -6.63380 -0.32606
C 4.73348 -7.03522 -0.06682
H 3.21831 -5.75899 -2.81660
H 5.56002 -5.04061 -3.27349
H 7.35613 -5.61163 -1.67130
H 6.81944 -6.88455 0.37669
H 4.47543 -7.59462 0.82180
F -2.50750 3.39469 2.53802
C -1.22247 3.81160 2.44472
C -0.88772 4.70040 1.44440
C 0.43117 5.12279 1.35702
C 1.38265 4.65521 2.25337
C 1.01255 3.75875 3.24686
C -0.30248 3.32674 3.35156
H -1.64658 5.04656 0.75762
H 0.71727 5.82216 0.58268
H 2.40625 4.99220 2.17533
H 1.75007 3.39090 3.94795
H -0.61580 2.63101 4.11810
F -3.36097 5.54877 -0.66111
C -4.10007 6.49236 -0.03352
C -4.83739 6.12079 1.07176
C -5.58682 7.09411 1.71684
C -5.58649 8.40330 1.25529
C -4.83058 8.74474 0.14236
C -4.07461 7.78468 -0.51512
H -4.81271 5.09548 1.41526
H -6.17057 6.82589 2.58706
H -6.17244 9.15666 1.76374
H -4.82703 9.76425 -0.21910
H -3.47639 8.02497 -1.38321
F 3.94337 6.51679 0.98876
C 4.96758 6.06793 0.22933
C 5.33264 6.79351 -0.88580
C 6.38243 6.32339 -1.66163
C 7.04234 5.15196 -1.31683
C 6.65104 4.44445 -0.18878
C 5.60315 4.90019 0.59824
H 4.80200 7.70228 -1.13406
H 6.68460 6.87745 -2.54010
H 7.85921 4.79108 -1.92655
H 7.16158 3.53020 0.08234
H 5.28020 4.36593 1.48125
*
```

Its lowest unoccupied orbital energy (spin up / spin down) is 0.73 / 0.73 eV. As for the HOMO-LUMO gap (spin up / spin down): 8.4 / 9.5 eV. The calculation puts the total energy at -2020.996214 Ha. The calculation puts the strongest force on any atom at 0.5 eV/Å.


3.
Below is a gas-phase ion, C4H9O2 (charge -1) in a non-equilibrium geometry, with properties calculated with the ωB97M-V functional and the def2-TZVPD basis.

ORCA input file:
```
! wB97M-V def2-TZVPD RIJCOSX def2/J DEFGRID3
* xyz -1 1
C -1.89710 0.12898 0.00119
O -1.99381 -0.73001 -1.05724
C -0.47048 0.69370 0.16117
C 0.54312 -0.43595 0.06511
C 1.98023 0.04729 0.21775
O 0.41813 -1.10424 -1.17345
H -2.14727 -0.37774 0.96443
H -2.58607 1.00063 -0.09584
H -0.25950 1.42241 -0.63014
H -0.33928 1.19304 1.13168
H 0.33680 -1.16100 0.86999
H 2.21346 0.78895 -0.54419
H 2.65993 -0.80440 0.14613
H 2.14056 0.48020 1.20924
H -0.59872 -1.14185 -1.26584
*
```

As for the SMILES: C[C@H](O)CC[O-]. Its lowest unoccupied orbital energy is 4.34 eV. As for the HOMO-LUMO gap: 7.3 eV. The calculation puts the total energy at -308.292542 Ha. The calculation puts the strongest force on any atom at 1.0 eV/Å.


Among the records above, which one has the highest strongest force on any atom? C38H87F6N7O10P